ORCA calculation (ωB97M-V with the def2-TZVPD basis set) on the molecule C17H30FN3O6S.

The geometry in ORCA input format:
```
! RIJCOSX wB97M-V def2-TZVPD def2/J DEFGRID3
* xyz 0 1
C -1.50 -5.55 2.96
C -1.17 -5.08 1.55
C -2.24 -4.09 1.06
C -2.07 -3.78 -0.41
O -2.05 -4.65 -1.26
N -1.94 -2.47 -0.76
C -1.40 -1.34 0.00
C -0.70 -0.85 -1.28
F -1.16 0.37 -1.74
C 0.81 -0.94 -1.18
O 1.26 -2.04 -0.90
N 1.65 0.11 -1.44
C 3.05 -0.18 -1.14
C 3.67 -1.09 -2.20
S 5.25 -1.70 -1.69
O 5.68 -2.68 -2.63
O 6.07 -0.59 -1.32
O 4.90 -2.43 -0.32
C 1.22 1.50 -1.34
C 0.54 1.79 0.00
N 0.17 3.08 0.17
O 0.34 0.92 0.82
C -1.34 -2.05 -2.02
C 0.21 -4.42 1.40
C 1.48 -5.28 1.61
C 1.85 -5.42 3.09
C 2.63 -4.54 0.91
C 1.32 -6.66 0.97
H -1.34 -4.74 3.69
H -2.54 -5.86 3.02
H -0.89 -6.39 3.26
H -1.22 -5.93 0.87
H -3.23 -4.54 1.18
H -2.22 -3.18 1.67
H -2.15 -0.63 0.36
H -0.71 -1.60 0.81
H 3.60 0.76 -1.11
H 3.13 -0.65 -0.16
H 3.04 -1.96 -2.39
H 3.85 -0.57 -3.14
H 4.52 -3.30 -0.48
H 2.11 2.13 -1.43
H 0.55 1.77 -2.14
H 0.28 3.77 -0.55
H -0.33 3.32 1.01
H -0.65 -2.78 -2.43
H -2.07 -1.73 -2.77
H 0.27 -4.01 0.39
H 0.26 -3.56 2.08
H 1.09 -5.97 3.65
H 2.79 -5.97 3.19
H 1.97 -4.44 3.55
H 2.45 -4.47 -0.16
H 2.74 -3.53 1.30
H 3.58 -5.07 1.08
H 1.02 -6.57 -0.08
H 2.27 -7.20 1.01
H 0.58 -7.26 1.49
*
```

## Properties
Kohn-Sham gap = 9.73 eV
ΔE to the lowest compared entry with this formula, charge and spin = 14.16 kJ/mol
LUMO level = 0.3 eV
HOMO = -9.47 eV